This record from OMol25 describes C5H16N8O7Zn as an isolated structure in a non-equilibrium geometry. The level of theory is ωB97M-V with the def2-TZVPD basis set.

Summary:
Expectation value of S²: 0.7585
Multiplicity: 2
Energy above the lowest of the compared OMol25 structures with the same formula, charge and spin in kJ/mol: 0.0
Frontier orbital gap (spin up / spin down) in eV: 10.231 / 7.567
E_tot in eV: -80113.54661
Net charge: +1

Geometry as XYZ:
```
37
C5H16N8O7Zn | OMol25 | ωB97M-V with the def2-TZVPD basis set
Zn -0.53 0.50 0.36
H -2.32 -2.11 -3.61
O -1.10 -1.09 1.47
H -1.71 -3.36 2.11
C -1.05 -1.23 -2.39
O -1.03 1.89 1.82
C 2.23 -0.67 0.46
H 3.19 2.91 -1.43
N -2.65 -0.62 3.04
N -0.16 -1.17 -3.35
H 0.77 4.07 0.28
O 0.44 1.93 -0.89
H -0.45 -1.54 -4.24
H -3.37 -0.82 3.72
H 4.07 -1.14 0.35
H 1.27 -2.04 -0.77
C -1.97 -1.45 2.32
N -2.17 -2.68 2.70
O 1.24 -0.19 1.05
H 2.96 -1.83 -1.06
H 2.62 1.17 -1.60
N 2.14 -1.58 -0.53
H 3.80 0.29 1.32
H -2.82 -2.89 3.44
O -2.27 1.44 0.31
N 1.58 3.67 -0.16
C 1.45 2.54 -0.79
H -2.91 -1.86 -2.05
N 3.44 -0.51 0.82
C -2.12 2.13 1.34
H 2.54 4.01 -0.17
H -2.48 0.37 2.94
N -2.12 -1.81 -2.67
O -0.79 -0.72 -1.26
H 0.70 -0.66 -3.38
N 2.55 2.13 -1.29
O -2.95 2.92 1.78
```